# C20H66N4O13

A 13-piece molecular cluster, C20H66N4O13 overall at a distorted geometry (ωB97M-V/def2-TZVPD, the OMol25 dataset).

Geometry as ORCA input:
```
! RIJCOSX wB97M-V def2-TZVPD def2/J DEFGRID3
* xyz 0 1
H 15.324 -10.277 9.814
H 14.692 -8.526 7.562
H 14.757 -10.976 7.272
H 20.442 -10.224 6.504
C 18.087 -14.704 8.799
H 16.603 -11.111 1.729
H 22.089 -12.976 2.519
H 14.406 -15.616 4.471
C 15.546 -8.495 2.337
H 20.975 -10.089 8.199
C 18.843 -15.591 5.214
H 15.178 -10.075 3.805
H 19.389 -7.481 7.534
H 20.700 -13.812 4.068
O 16.883 -11.197 8.936
C 19.173 -7.911 8.476
H 17.560 -17.093 6.124
H 19.690 -17.974 4.592
H 20.021 -8.290 8.917
H 17.179 -9.843 4.744
H 17.280 -13.995 8.725
N 11.841 -12.849 3.955
C 20.681 -10.800 7.375
H 19.642 -11.084 1.205
C 15.543 -11.208 9.343
H 15.118 -8.412 4.422
O 13.830 -12.647 5.163
H 21.405 -12.491 6.182
H 18.350 -15.483 4.268
H 22.330 -12.209 7.850
O 21.382 -13.519 2.156
N 14.477 -13.432 2.569
H 15.478 -11.902 10.146
C 15.608 -9.086 3.705
O 17.031 -9.230 4.047
C 12.486 -13.005 5.067
N 11.774 -13.323 6.101
H 16.898 -13.026 0.497
C 14.756 -11.675 8.140
H 15.960 -7.512 2.265
O 19.653 -11.540 7.907
H 22.487 -11.240 6.468
H 16.536 -14.998 5.680
H 17.801 -12.211 2.602
H 15.808 -17.418 4.419
H 18.849 -9.933 2.365
H 19.489 -13.342 8.465
H 13.742 -16.079 5.946
C 14.644 -16.117 5.380
O 15.196 -17.424 5.223
H 12.242 -13.589 6.900
H 18.332 -14.972 9.822
C 15.605 -13.935 2.334
H 18.594 -14.787 5.868
O 18.609 -6.908 9.288
C 17.330 -11.930 5.810
H 13.680 -13.375 1.911
O 16.591 -14.143 3.294
H 16.629 -14.901 0.936
H 18.853 -11.314 7.413
H 16.377 -8.530 7.961
C 17.609 -11.596 1.647
H 14.531 -8.481 2.046
H 12.189 -12.420 3.137
H 15.958 -8.154 6.352
N 15.764 -14.383 1.113
O 17.653 -12.412 0.478
H 19.859 -15.440 4.946
H 10.947 -13.261 3.777
H 17.838 -15.683 8.417
H 14.295 -13.183 3.518
H 17.976 -12.565 6.368
O 18.829 -17.986 4.911
H 19.462 -13.583 2.719
H 17.449 -11.063 9.692
C 21.732 -11.801 6.982
H 15.794 -15.676 7.149
O 19.305 -14.232 8.200
C 20.407 -13.298 3.177
H 17.106 -6.219 6.376
C 18.572 -16.977 5.815
H 17.847 -11.927 4.781
H 14.757 -6.126 7.116
H 10.753 -13.503 6.110
H 14.909 -14.366 6.527
O 17.391 -10.644 6.391
H 16.890 -10.701 7.189
H 17.923 -6.492 8.793
H 15.411 -6.310 8.723
H 15.199 -12.615 7.794
O 16.831 -5.934 7.237
H 19.207 -17.026 6.738
H 15.100 -14.193 0.355
H 20.290 -12.300 3.527
C 15.674 -8.000 7.368
H 18.355 -9.869 0.651
C 15.563 -15.202 6.186
C 18.655 -10.529 1.429
H 16.325 -12.288 5.721
C 15.609 -6.494 7.683
H 13.695 -11.831 8.335
H 18.499 -8.655 8.204
H 16.059 -9.120 1.627
*
```

Its highest occupied orbital energy is -9.28 eV. As for the total energy: -54382.9536 eV. The value obtained for the energy above the lowest of the compared OMol25 structures with the same formula, charge and spin is 21.1 kcal per mole.